Record 1
ORCA calculation (ωB97M-V with the def2-TZVPD basis set) on a single C6H12O molecule.

Each line ends with the Mulliken charge.
Atoms and positions in Å:
C 1.9160 1.2922 0.4557  -1.53
C 0.6837 0.4898 0.8562  0.73
C -0.6331 1.1142 0.4067  -0.75
O -1.5834 0.0885 0.6025  -0.45
C -0.9990 -1.0801 0.0202  0.34
C -1.4842 -1.1560 -1.4298  -1.27
C 0.5348 -0.9268 0.2541  -0.90
H 1.8134 2.3323 0.7893  0.36
H 2.0617 1.3062 -0.6314  0.37
H 2.8308 0.8954 0.9077  0.37
H 0.6488 0.4161 1.9532  0.22
H -0.9437 1.9892 0.9810  0.38
H -0.5600 1.4032 -0.6616  0.23
H -1.3874 -1.9433 0.5774  0.38
H -2.5633 -1.3507 -1.4080  0.33
H -1.0014 -1.9464 -2.0198  0.35
H -1.3383 -0.1919 -1.9401  0.27
H 1.1182 -1.0457 -0.6708  0.31
H 0.8865 -1.6862 0.9572  0.25

Forces on the atoms, in the same order (eV/Å):
0.1 0.0 0.0
0.0 0.1 0.0
0.1 0.2 0.0
-0.1 0.1 0.0
0.1 -0.2 -0.1
0.0 0.0 0.0
0.0 -0.1 0.0
0.0 -0.2 0.0
-0.1 0.0 0.1
-0.1 0.0 -0.1
0.0 0.0 -0.2
0.0 -0.1 0.0
-0.1 0.0 0.3
0.1 0.2 -0.1
0.2 0.0 -0.1
0.0 0.2 0.2
0.1 -0.3 0.1
-0.2 0.1 0.1
0.0 0.0 -0.1

## Properties
M: 100.16 g mol⁻¹
HOMO energy: -0.35424 Ha
SMILES string: C[C@H]1CO[C@@H](C)C1
strongest force on any atom: 0.36 eV/Å
frontier orbital gap: 10.75 eV
total energy: -311.0427 Ha



Record 2
ORCA calculation (ωB97M-V with the def2-TZVPD basis set) on a single C6H12O molecule.

Each line ends with the Mulliken charge.
Atoms and positions in Å:
C 1.3669 0.8828 1.9222  -0.97
C 0.8654 -0.0431 1.1181  0.79
C 1.8073 -0.8600 0.2462  -1.14
C -0.6016 -0.2441 0.8989  -0.89
C -1.1461 0.4769 -0.3568  -0.58
C -1.1981 -0.3387 -1.6330  -0.32
O -1.9884 0.2877 -2.6362  -0.53
H 0.7871 1.4228 2.6649  0.29
H 2.4276 1.1221 1.9190  0.25
H 1.7701 -1.9104 0.5200  0.28
H 1.5659 -0.7485 -0.8173  0.22
H 2.8091 -0.4363 0.3109  0.36
H -0.8715 -1.3026 0.8318  0.35
H -1.1584 0.1118 1.7670  0.37
H -2.1775 0.7601 -0.1187  0.30
H -0.6499 1.4397 -0.4644  0.42
H -1.6938 -1.2888 -1.4384  0.28
H -0.1914 -0.5456 -2.0156  0.20
H -1.7230 1.2144 -2.7187  0.30

Forces on the atoms, in the same order (eV/Å):
0.2 0.2 0.6
0.5 -0.2 -0.7
-0.2 1.0 -0.3
-0.4 -0.2 0.2
-0.7 0.1 0.7
0.2 0.2 -0.1
0.0 0.3 -0.1
-0.2 0.1 -0.3
-0.1 -0.3 0.1
0.1 -0.1 0.0
-0.3 -0.3 0.1
0.2 -0.4 0.3
0.2 -0.1 -0.1
0.1 0.2 0.0
-0.1 -0.2 -0.1
0.4 0.0 -0.3
0.1 -0.1 0.0
-0.1 0.0 0.0
0.0 -0.3 0.0

## Properties
M: 100.16 g mol⁻¹
HOMO energy: -0.34605 Ha
SMILES string: C=C(C)CCCO
strongest force on any atom: 1.12 eV/Å
frontier orbital gap: 10.42 eV
total energy: -311.0165 Ha



Record 3
ORCA calculation (ωB97M-V with the def2-TZVPD basis set) on 2 unconnected molecules or ions with the total composition C6H12O.

Each line ends with the Mulliken charge.
Atoms and positions in Å:
C -0.8144 -1.2467 -0.9696  -0.98
C -0.2844 -0.4132 -0.0816  0.46
C -0.9930 0.2806 1.0477  -0.54
C -0.5388 1.7008 0.7225  -0.48
O 0.8467 1.5592 0.4194  -0.42
C 1.0744 0.2536 -0.1382  0.41
C 1.6977 0.3606 -1.5190  -1.45
H -0.2615 -1.5979 -1.8369  0.23
H -1.8374 -1.6000 -0.8625  0.32
H -2.0749 0.1281 1.0664  0.36
H -0.5710 -0.0200 2.0166  0.29
H -1.0946 2.0705 -0.1556  0.27
H -0.6434 2.4190 1.5412  0.31
H 1.7696 -0.2726 0.5368  0.16
H 2.6493 0.8969 -1.4568  0.37
H 1.8941 -0.6345 -1.9366  0.35
H 1.0288 0.9003 -2.1975  0.32
H -0.9266 -2.5681 2.0440  0.19
H -0.7788 -2.5969 1.3148  -0.18

Forces on the atoms, in the same order (eV/Å):
0.1 0.1 0.1
-0.1 -0.1 -0.2
-0.1 0.0 0.0
-0.2 0.1 0.1
0.1 0.1 -0.1
0.0 -0.2 -0.1
0.0 0.0 0.0
0.0 0.0 0.2
0.2 0.0 0.0
0.2 0.1 -0.1
-0.1 0.0 -0.2
0.1 0.0 0.2
0.1 -0.1 -0.1
-0.1 0.1 -0.1
-0.1 -0.1 0.0
0.0 0.2 0.1
0.1 -0.1 0.1
0.0 -0.1 0.0
0.0 0.0 0.2

## Properties
M: 100.16 g mol⁻¹
HOMO energy: -0.34978 Ha
SMILES string: C=C1CCO[C@@H]1C.[H][H]
strongest force on any atom: 0.27 eV/Å
frontier orbital gap: 10.62 eV
total energy: -310.9841 Ha